Entry A
# C32H40N8

8 unconnected molecules or ions with the total composition C32H40N8 (ωB97M-V/def2-TZVPD, OMol25).

Values from the calculation:
- SMILES string: c1cc[nH]c1.c1cc[nH]c1.c1cc[nH]c1.c1cc[nH]c1.c1cc[nH]c1.c1cc[nH]c1.c1cc[nH]c1.c1cc[nH]c1
- Orbital gap: 8.45 eV

Each line ends with the Löwdin charge.
Element x y z (Å)
C1 -4.182 -2.598 -2.497  -0.05
C2 -4.741 -1.774 -1.363  -0.08
C3 -4.491 -0.454 -1.596  -0.17
N1 -3.916 -0.373 -2.892  -0.02
C4 -3.721 -1.631 -3.364  -0.16
H1 -4.130 -3.665 -2.539  0.08
H2 -5.231 -2.198 -0.588  0.06
H3 -4.746 0.564 -1.010  0.16
H4 -3.605 0.456 -3.359  0.14
H5 -3.097 -1.743 -4.244  0.12
C5 0.668 -0.131 -0.726  -0.05
C6 0.038 -0.194 0.627  -0.10
C7 -1.282 -0.424 0.449  -0.13
N2 -1.498 -0.361 -1.002  0.01
C8 -0.314 -0.269 -1.696  -0.09
H6 1.669 0.164 -1.029  0.07
H7 0.349 -0.121 1.502  0.01
H8 -2.081 -0.502 1.186  0.12
H9 -2.535 -0.574 -1.272  0.11
H10 -0.184 -0.105 -2.648  0.05
C9 0.064 -2.145 3.588  -0.08
C10 1.106 -3.160 3.059  -0.09
C11 2.298 -3.071 3.780  -0.09
N3 2.045 -1.980 4.656  -0.04
C12 0.794 -1.365 4.490  -0.15
H11 -0.995 -2.061 3.288  0.08
H12 0.902 -4.044 2.574  0.04
H13 3.200 -3.656 4.098  0.12
H14 2.437 -1.439 5.344  0.09
H15 0.302 -0.522 5.241  0.16
C13 -2.244 1.004 5.094  -0.08
C14 -2.873 2.328 5.302  -0.05
C15 -2.487 3.122 4.245  -0.14
N4 -1.910 2.314 3.386  0.04
C16 -1.800 1.010 3.861  -0.13
H16 -2.242 0.354 5.738  0.00
H17 -3.379 2.608 6.173  0.06
H18 -2.547 4.194 4.116  0.12
H19 -1.506 2.435 2.540  0.05
H20 -1.311 0.205 3.400  0.06
C17 1.964 -0.943 -4.537  -0.11
C18 1.742 0.501 -5.186  -0.01
C19 2.553 1.302 -4.286  -0.14
N5 3.075 0.524 -3.354  -0.01
C20 2.862 -0.870 -3.520  -0.13
H21 1.680 -1.827 -4.964  0.04
H22 1.119 0.691 -6.091  0.07
H23 2.699 2.215 -4.256  0.01
H24 3.717 0.844 -2.634  0.07
H25 3.298 -1.700 -2.800  0.15
C21 -0.402 -5.545 -0.496  -0.09
C22 1.057 -5.268 -0.199  -0.09
C23 1.276 -3.882 -0.139  -0.10
N6 -0.034 -3.356 -0.341  0.01
C24 -1.009 -4.310 -0.609  -0.15
H26 -1.147 -6.498 -0.537  0.13
H27 1.703 -5.941 0.010  0.00
H28 2.234 -3.521 0.071  0.08
H29 -0.287 -2.351 -0.409  0.08
H30 -1.948 -3.924 -0.806  0.07
C25 5.489 2.299 -1.711  -0.09
C26 4.354 1.759 -0.966  -0.15
C27 3.255 2.542 -1.197  -0.19
N7 3.658 3.577 -1.994  -0.01
C28 5.046 3.451 -2.360  -0.08
H31 6.471 1.877 -1.822  0.09
H32 4.431 0.757 -0.387  0.14
H33 2.395 2.497 -0.610  0.06
H34 3.026 4.321 -2.607  0.23
H35 5.459 4.061 -3.047  0.06
C29 -2.098 4.453 0.716  -0.10
C30 -0.591 4.593 1.004  -0.11
C31 -0.137 3.431 0.715  -0.20
N8 -1.193 2.577 0.260  0.00
C32 -2.340 3.193 0.267  -0.21
H36 -2.908 5.192 0.754  0.08
H37 0.090 5.543 1.408  0.16
H38 0.988 3.284 0.765  0.12
H39 -1.104 1.496 -0.014  0.13
H40 -3.271 2.756 -0.003  0.11

=====

Entry B
# C32H40N8

8 unconnected molecules or ions with the total composition C32H40N8 (ωB97M-V/def2-TZVPD, OMol25).

Values from the calculation:
- SMILES string: c1cc[nH]c1.c1cc[nH]c1.c1cc[nH]c1.c1cc[nH]c1.c1cc[nH]c1.c1cc[nH]c1.c1cc[nH]c1.c1cc[nH]c1
- Orbital gap: 8.25 eV

Each line ends with the Löwdin charge.
Element x y z (Å)
C1 17.382 32.088 -31.229  -0.11
C2 16.680 31.952 -32.454  -0.11
C3 15.636 31.087 -32.232  -0.16
N1 15.591 30.846 -30.888  0.00
C4 16.682 31.394 -30.270  -0.14
H1 18.318 32.616 -31.144  0.09
H2 16.858 32.436 -33.401  0.09
H3 14.771 30.855 -32.836  0.11
H4 14.932 30.194 -30.488  0.09
H5 16.820 31.133 -29.234  0.11
C5 13.705 24.800 -39.666  -0.12
C6 13.818 24.159 -40.923  -0.11
C7 14.602 24.964 -41.718  -0.14
N2 14.946 26.068 -40.981  0.00
C8 14.349 26.004 -39.745  -0.14
H6 13.252 24.412 -38.768  0.08
H7 13.499 23.148 -41.108  0.09
H8 14.863 24.858 -42.757  0.10
H9 15.465 26.870 -41.284  0.14
H10 14.530 26.824 -39.068  0.10
C9 14.410 23.126 -36.314  -0.11
C10 13.897 22.644 -35.081  -0.11
C11 13.539 23.729 -34.333  -0.14
N3 13.791 24.843 -35.094  0.03
C12 14.344 24.494 -36.294  -0.14
H11 14.880 22.519 -37.074  0.09
H12 13.771 21.649 -34.686  0.09
H13 13.136 23.797 -33.337  0.08
H14 13.592 25.794 -34.831  0.09
H15 14.560 25.301 -36.971  0.09
C13 11.859 27.727 -35.176  -0.09
C14 12.861 28.088 -36.135  -0.10
C15 14.021 28.314 -35.422  -0.14
N4 13.788 28.013 -34.120  0.03
C16 12.470 27.690 -33.951  -0.17
H16 10.835 27.519 -35.436  0.10
H17 12.721 28.245 -37.190  0.07
H18 15.010 28.627 -35.717  0.11
H19 14.514 27.982 -33.419  0.10
H20 12.151 27.415 -32.959  0.06
C17 11.127 23.653 -31.419  -0.11
C18 10.887 23.139 -30.109  -0.10
C19 10.663 24.222 -29.297  -0.14
N5 10.783 25.370 -30.037  0.01
C20 11.003 25.009 -31.346  -0.15
H21 11.286 23.091 -32.323  0.08
H22 10.847 22.084 -29.900  0.09
H23 10.535 24.253 -28.227  0.10
H24 10.514 26.278 -29.711  0.14
H25 10.960 25.741 -32.137  0.09
C21 16.195 26.217 -32.885  -0.12
C22 16.861 27.004 -33.836  -0.13
C23 17.160 28.217 -33.273  -0.14
N6 16.797 28.151 -31.956  0.02
C24 16.195 26.940 -31.708  -0.13
H26 15.876 25.196 -33.018  0.09
H27 16.984 26.668 -34.855  0.10
H28 17.644 29.063 -33.730  0.11
H29 16.991 28.828 -31.240  0.12
H30 15.875 26.713 -30.705  0.10
C25 13.738 31.912 -39.557  -0.12
C26 12.689 31.042 -39.170  -0.10
C27 11.534 31.764 -39.358  -0.14
N7 11.859 33.015 -39.821  -0.01
C28 13.204 33.113 -39.973  -0.14
H31 14.778 31.628 -39.507  0.09
H32 12.819 30.074 -38.725  0.07
H33 10.494 31.540 -39.181  0.10
H34 11.147 33.699 -39.988  0.14
H35 13.627 34.019 -40.373  0.10
C29 12.848 28.200 -30.536  -0.13
C30 13.561 28.550 -29.366  -0.11
C31 13.142 29.827 -29.076  -0.17
N8 12.358 30.319 -30.084  0.03
C32 12.227 29.339 -31.028  -0.13
H36 12.817 27.248 -31.047  0.07
H37 14.197 27.885 -28.808  0.10
H38 13.331 30.511 -28.259  0.12
H39 11.972 31.239 -30.161  0.15
H40 11.794 29.465 -32.007  0.10

=====

Entry C
# C32H40N8

8 unconnected molecules or ions with the total composition C32H40N8 (ωB97M-V/def2-TZVPD, OMol25).

Values from the calculation:
- SMILES string: c1cc[nH]c1.c1cc[nH]c1.c1cc[nH]c1.c1cc[nH]c1.c1cc[nH]c1.c1cc[nH]c1.c1cc[nH]c1.c1cc[nH]c1
- Orbital gap: 8.72 eV

Each line ends with the Löwdin charge.
Element x y z (Å)
C1 6.773 -29.969 23.030  -0.12
C2 6.875 -28.978 22.008  -0.11
C3 8.144 -28.473 22.099  -0.16
N1 8.791 -29.085 23.127  0.01
C4 7.943 -29.975 23.735  -0.14
H1 5.948 -30.629 23.245  0.09
H2 6.083 -28.668 21.349  0.09
H3 8.588 -27.648 21.566  0.10
H4 9.738 -28.901 23.407  0.12
H5 8.257 -30.582 24.568  0.10
C5 4.291 -30.652 32.858  -0.12
C6 5.212 -29.662 33.276  -0.12
C7 6.402 -29.915 32.637  -0.14
N2 6.203 -30.986 31.815  0.01
C8 4.939 -31.474 31.963  -0.14
H6 3.280 -30.824 33.188  0.09
H7 5.022 -28.888 34.001  0.09
H8 7.377 -29.471 32.743  0.09
H9 6.878 -31.326 31.152  0.11
H10 4.607 -32.380 31.486  0.10
C9 11.581 -32.742 31.110  -0.14
C10 10.746 -33.005 32.224  -0.11
C11 10.736 -31.878 33.009  -0.11
N3 11.530 -30.958 32.385  0.02
C12 12.017 -31.438 31.202  -0.14
H11 11.806 -33.482 30.361  0.08
H12 10.254 -33.957 32.343  0.09
H13 10.257 -31.580 33.926  0.11
H14 11.638 -29.999 32.688  0.09
H15 12.633 -30.808 30.585  0.11
C13 12.427 -25.921 28.197  -0.11
C14 11.932 -27.207 27.834  -0.13
C15 10.835 -27.023 27.029  -0.14
N4 10.695 -25.680 26.848  0.00
C16 11.669 -24.996 27.523  -0.13
H16 13.226 -25.677 28.876  0.09
H17 12.417 -28.120 28.140  0.09
H18 10.082 -27.715 26.692  0.10
H19 9.966 -25.241 26.316  0.15
H20 11.680 -23.922 27.451  0.11
C17 9.202 -34.747 26.896  -0.10
C18 9.368 -35.364 25.628  -0.10
C19 10.648 -35.828 25.545  -0.14
N5 11.273 -35.512 26.723  0.00
C20 10.401 -34.864 27.551  -0.16
H21 8.314 -34.307 27.312  0.08
H22 8.630 -35.478 24.852  0.10
H23 11.165 -36.386 24.785  0.11
H24 12.243 -35.699 26.908  0.15
H25 10.782 -34.519 28.499  0.09
C21 11.383 -27.772 33.808  -0.11
C22 12.345 -27.840 32.758  -0.13
C23 11.669 -27.773 31.566  -0.14
N6 10.348 -27.551 31.862  0.03
C24 10.163 -27.565 33.209  -0.14
H26 11.594 -27.785 34.863  0.09
H27 13.381 -28.120 32.880  0.10
H28 12.005 -27.851 30.547  0.09
H29 9.646 -27.336 31.175  0.15
H30 9.227 -27.321 33.683  0.11
C25 8.499 -30.103 27.796  -0.12
C26 7.923 -31.393 27.822  -0.11
C27 8.350 -32.004 28.977  -0.16
N7 9.185 -31.139 29.623  0.03
C28 9.325 -29.991 28.888  -0.14
H31 8.315 -29.403 26.996  0.08
H32 7.306 -31.844 27.063  0.09
H33 8.195 -32.983 29.402  0.11
H34 9.843 -31.369 30.358  0.09
H35 9.908 -29.157 29.240  0.09
C29 11.915 -30.235 24.913  -0.13
C30 11.939 -31.167 23.821  -0.12
C31 11.686 -32.408 24.329  -0.13
N8 11.423 -32.253 25.669  0.03
C32 11.600 -30.950 26.033  -0.14
H36 12.043 -29.188 24.690  0.08
H37 12.035 -30.815 22.807  0.09
H38 11.476 -33.362 23.876  0.10
H39 11.269 -33.000 26.327  0.10
H40 11.405 -30.641 27.047  0.09

=====

Here are the energies relative to the best structure, in eV: entry A 10.667; entry B 0.449; entry C 0.000.

=====

Entry A
# C3H7ClO

A single C3H7ClO molecule (ωB97M-V/def2-TZVPD, OMol25).

Values from the calculation:
- SMILES string: C[C@@H](Cl)CO
- Orbital gap: 11.46 eV

Each line ends with the Löwdin charge.
Element x y z (Å)
C1 -0.341 -1.174 -1.308  -0.11
C2 0.511 -0.345 -0.323  -0.69
Cl1 0.217 1.399 -0.603  0.61
C3 0.399 -0.690 1.212  -0.26
O1 -0.917 -0.501 1.739  -0.05
H1 -1.285 -0.707 -1.474  0.05
H2 -0.501 -2.214 -1.113  0.07
H3 0.111 -1.174 -2.282  0.07
H4 1.556 -0.427 -0.433  0.07
H5 1.087 -0.033 1.722  0.10
H6 0.701 -1.726 1.406  0.12
H7 -1.436 -0.244 1.039  0.01

=====

Entry B
# C3H7ClO

2 unconnected molecules or ions with the total composition C3H7ClO (ωB97M-V/def2-TZVPD, OMol25).

Values from the calculation:
- Orbital gap: 8.23 eV

Each line ends with the Löwdin charge.
Element x y z (Å)
C1 -0.220 1.193 0.333  -0.14
C2 -1.040 -0.985 -0.491  -0.09
C3 -0.524 -0.097 0.583  -0.18
O1 2.424 -0.953 0.197  -0.80
Cl1 2.648 0.536 -0.150  0.67
H1 -0.776 1.622 -0.567  0.12
H2 -0.134 1.792 1.213  0.07
H3 1.201 1.189 -0.070  -0.01
H4 -0.182 -1.688 -0.901  0.14
H5 -1.435 -0.463 -1.429  0.11
H6 -1.785 -1.543 -0.177  0.01
H7 -0.175 -0.602 1.459  0.11

=====

Here are the energies relative to the best structure, in eV: entry A 0.000; entry B 5.130.

=====

Entry A
# C4H10N

2 unconnected molecules or ions with the total composition C4H10N (ωB97M-V/def2-TZVPD, OMol25).

Values from the calculation:
- Charge: +1
- Orbital gap: 4.23 eV

Each line ends with the Löwdin charge.
Element x y z (Å)
C1 -0.604 1.759 -1.342  -0.06
C2 0.495 0.671 -1.184  -0.18
C3 0.529 0.321 0.261  0.22
C4 1.046 1.065 1.163  0.12
N1 -0.713 -3.421 1.310  0.02
H1 -0.525 2.650 -0.725  0.09
H2 -1.547 1.221 -1.269  0.10
H3 -0.499 2.214 -2.330  0.10
H4 1.439 0.944 -1.674  0.16
H5 0.097 -0.169 -1.793  0.15
H6 1.817 1.815 0.952  0.16
H7 1.274 0.695 2.178  0.13
H8 -1.606 -3.544 0.860  0.01
H9 -0.781 -3.771 2.256  0.02
H10 -0.421 -2.450 1.337  -0.03

=====

Entry B
# C4H10N

2 unconnected molecules or ions with the total composition C4H10N (ωB97M-V/def2-TZVPD, OMol25).

Values from the calculation:
- Charge: +1
- Orbital gap: 6.20 eV

Each line ends with the Löwdin charge.
Element x y z (Å)
C1 0.701 -2.368 -0.581  0.19
N1 0.014 -1.781 0.346  0.06
H1 0.231 -2.346 -1.661  0.16
H2 1.598 -3.020 -0.323  0.14
H3 -0.059 -0.764 0.606  0.08
H4 -0.682 -2.334 0.764  0.14
C2 -0.051 1.750 -1.063  -0.10
C3 0.198 1.311 0.363  -0.22
C4 -0.702 0.956 1.400  0.01
H5 -0.582 2.837 -1.033  0.15
H6 -0.802 1.063 -1.505  0.08
H7 0.911 1.888 -1.577  0.07
H8 1.277 1.140 0.595  0.11
H9 -0.319 0.745 2.425  0.09
H10 -1.735 0.923 1.244  0.05

=====

Entry C
# C4H10N

A gas-phase ion, C4H10N (charge +1) (ωB97M-V/def2-TZVPD, OMol25).

Values from the calculation:
- SMILES string: C=[NH+]CCC
- Charge: +1
- Orbital gap: 10.53 eV

Each line ends with the Löwdin charge.
Element x y z (Å)
C1 1.620 0.675 1.726  0.18
N1 0.455 0.240 1.507  0.05
C2 -0.408 0.594 0.358  -0.12
C3 -0.008 -0.187 -0.925  -0.20
C4 -1.165 -0.902 -1.598  -0.09
H1 2.151 1.323 1.033  0.14
H2 2.206 0.272 2.545  0.13
H3 0.122 -0.530 2.084  0.19
H4 -1.436 0.435 0.676  0.13
H5 -0.243 1.651 0.187  0.13
H6 0.382 0.573 -1.601  0.11
H7 0.847 -0.800 -0.646  0.11
H8 -1.331 -0.632 -2.639  0.08
H9 -2.099 -0.723 -1.063  0.07
H10 -1.093 -1.989 -1.646  0.08

=====

Entry D
# C4H10N

2 unconnected molecules or ions with the total composition C4H10N (ωB97M-V/def2-TZVPD, OMol25).

Values from the calculation:
- Charge: +1
- Orbital gap: 11.54 eV

Each line ends with the Löwdin charge.
Element x y z (Å)
C1 2.098 0.417 0.334  -0.13
C2 -1.357 -0.455 0.084  -0.23
C3 1.945 -0.522 -0.546  -0.07
C4 -2.118 -0.379 -0.916  0.06
N1 -0.904 0.657 0.861  0.18
H1 2.348 1.509 0.167  0.09
H2 2.229 0.248 1.476  0.11
H3 -0.887 -1.401 0.447  0.15
H4 1.870 -1.543 -0.294  0.05
H5 -1.545 1.491 0.580  0.22
H6 -2.455 -1.283 -1.477  0.11
H7 -2.431 0.510 -1.448  0.09
H8 0.108 0.615 0.550  0.10
H9 1.983 -0.607 -1.661  0.10
H10 -0.885 0.744 1.843  0.15

=====

Here are the energies relative to the best structure, in eV: entry A 4.853; entry B 4.354; entry C 0.000; entry D 1.947.